A structure of composition H39O19 at a distorted geometry. Source: OMol25; level of theory: ωB97M-V/def2-TZVPD.

Atoms and positions in Å:
O 2.93442 -2.84327 -1.14766
H -1.84863 -0.87954 -2.35241
H 2.72286 -3.63726 -1.63988
O 0.09501 -0.88134 3.35518
H -0.21495 -0.12310 2.68894
H 2.68760 3.84403 -0.51949
O -3.76146 0.37847 -0.01785
H 2.17691 -1.55205 0.85862
H -2.88356 -1.87927 -2.76875
O -1.33207 -0.66355 0.77263
H -1.63778 0.05682 1.34644
H -3.95923 -0.18646 -0.84406
O -0.13650 1.87676 -0.23628
H -0.08663 2.68842 0.31965
H 0.14327 1.12541 0.13909
O -3.11462 -2.79602 1.26182
H 1.08951 -4.35140 -0.08934
H -2.29387 -2.68948 0.62114
O -1.84479 -2.32652 3.44523
H 1.30394 2.67507 -3.69971
H -0.78759 -1.75907 2.96582
O -2.71524 -1.23322 -2.10001
H -2.27144 -1.74184 4.05427
O 2.83208 1.59301 2.29296
H 3.67835 1.57336 2.83608
H 2.95410 1.09785 1.48333
O -2.40985 2.51450 1.44992
H 0.33124 -0.19768 4.18374
H -1.16263 -0.34955 -0.18248
O 1.99889 2.56043 -3.02111
H -2.73981 0.21838 0.03692
H 1.57727 2.73331 -2.17377
O 1.83315 -0.70311 0.44844
H 1.17722 -0.67490 1.19110
H -2.49107 2.30603 0.48924
O 3.33996 -0.21081 -1.27647
H -3.07605 3.27178 1.63807
H -3.76261 -2.15624 0.77247
O 2.48950 4.56924 -0.08788
H 2.32339 4.44085 0.82753
H 2.50600 -0.63904 -1.66512
O 0.05311 1.64619 2.33075
H -0.61543 2.12269 2.73184
H -2.36467 -2.62406 2.51456
O 1.75076 -1.48278 -3.54413
H -0.52810 1.09810 -2.03786
H 2.65921 -1.85493 -3.57152
O -0.41413 0.15468 -1.88059
H 2.02327 -2.35854 -1.16018
H 0.48437 -0.08759 -1.96884
O 1.28213 -3.84530 0.68687
H 1.94453 -4.22479 1.19301
H 0.65806 2.16381 1.92751
O -2.68267 1.80233 -2.88267
H -2.64661 2.68651 -2.91857
H -3.29618 1.31145 -2.43734
H 3.79139 -1.04599 -1.03999
H 2.23670 -0.51079 -3.59919

Calculated values
**Molar mass**: 343.29 g/mol
**ΔE to the lowest compared entry with this formula, charge and spin**: 136.5 kcal per mole
**E_tot**: -39525.101 eV
**Net charge**: +1
**HOMO energy**: -0.4752 Ha
**Gap between HOMO and LUMO**: 9.81 eV

Mulliken atomic charge list, values in e, 5 entries: number 1, O, carries -0.614; number 2, H, carries 0.311; number 3, H, carries 0.325; number 4, O, carries -0.697; number 5, H, carries 0.169